Entry from OMol25: C20H28N4O4 in the gas phase at a distorted geometry (ωB97M-V with the def2-TZVPD basis set).

Geometry as XYZ:
```
56
Properties=species:S:1:pos:R:3:forces:R:3
O -3.45664 -0.85042 -0.12606 0.03 -0.01 -0.01
O -6.39514 -0.97474 2.82090 -0.07 0.13 0.00
O 3.92976 0.25186 -0.65355 -0.14 0.14 -0.27
O 5.97926 3.29562 -3.14685 0.05 0.03 -0.08
N 5.39972 4.14465 -2.22533 -0.09 -0.21 0.06
N -4.40651 -0.05026 2.29870 0.18 0.12 0.25
N -1.31463 -0.33032 0.33889 0.20 -0.19 0.35
N 2.49320 0.86806 -2.29805 0.05 -0.07 -0.14
C -4.07171 -2.63476 4.28246 0.05 0.12 0.09
C -5.50049 -3.57902 2.43977 -0.24 0.03 -0.04
C -0.81365 -0.56751 -1.01100 0.50 -0.06 0.35
C -0.08162 1.65460 1.07898 0.55 0.09 0.56
C -2.98600 -0.14954 2.11781 0.08 0.19 -0.03
C 1.47382 -0.12427 -2.02302 -0.17 -0.15 0.07
C 5.94760 1.04009 -3.97182 -0.17 0.16 0.01
C -4.99749 1.23526 1.99788 0.06 0.28 -0.17
C -4.54162 -2.46351 2.83674 0.31 -0.20 -0.20
C 3.64755 0.97716 -1.59852 -0.14 -0.66 0.71
C 7.34169 0.50404 -3.80292 0.10 -0.13 0.08
C -5.19480 -1.09934 2.64542 -0.45 -0.46 0.08
C 0.78972 0.69692 0.30510 -0.14 0.16 -0.15
C 5.44466 2.06817 -3.03921 0.15 -0.02 0.09
C -0.26950 0.16283 1.22039 -0.46 0.44 -0.78
C 4.52539 2.07359 -2.03696 0.35 0.10 -0.77
C 4.54390 3.40666 -1.57874 -0.07 0.34 0.28
C -2.61351 -0.47312 0.66929 -0.34 -0.12 -0.16
C 6.15721 -0.37106 -3.49931 0.06 -0.09 0.09
C 0.35954 0.41749 -1.13569 -0.08 0.03 -0.13
H 3.94402 3.82703 -0.78599 0.07 0.12 -0.01
H -4.91652 -2.57954 4.97065 -0.04 0.02 -0.05
H -4.56162 2.01220 2.63124 0.03 0.00 0.01
H 1.05938 -0.46275 -2.97513 -0.03 0.07 -0.01
H 7.93760 0.87666 -2.98162 -0.14 0.01 0.11
H -3.58994 -3.60336 4.42052 -0.01 -0.02 -0.05
H 1.92999 -0.99841 -1.55725 0.16 0.09 0.07
H -0.83340 2.22996 0.55566 -0.13 -0.22 -0.13
H 5.60504 1.17550 -4.99043 0.02 -0.02 -0.03
H 1.83883 0.60457 0.54893 -0.03 0.00 0.08
H -5.83818 -3.45893 1.41013 0.02 0.03 0.00
H -3.68127 -2.54152 2.16568 0.00 0.02 0.07
H -0.44141 -1.59799 -1.04739 -0.04 -0.02 -0.29
H 2.35891 1.48860 -3.07761 0.01 0.05 0.02
H -6.38596 -3.58434 3.07505 0.03 0.06 0.02
H 5.91102 -1.17759 -4.17512 0.04 0.09 -0.14
H 7.92558 0.31563 -4.69222 -0.13 -0.04 -0.09
H -6.06829 1.22149 2.16249 -0.02 -0.23 0.07
H -5.01214 -4.55082 2.52266 0.08 0.02 0.04
H -2.55274 -0.89707 2.78155 0.02 -0.01 -0.04
H 0.36528 2.20520 1.89901 0.10 -0.15 0.01
H -1.57431 -0.42097 -1.76996 -0.20 -0.07 0.12
H -0.03449 -0.38640 2.11952 -0.07 0.02 0.08
H -3.35735 -1.86289 4.58005 -0.01 0.00 0.01
H -2.53192 0.80352 2.40250 0.03 0.00 -0.01
H -4.81657 1.49302 0.95111 0.03 0.00 -0.01
H -0.00633 1.34742 -1.58249 0.01 0.00 -0.04
H 5.93708 -0.60733 -2.46683 0.05 0.16 0.06
```
Forces are in eV/Å.

Values from the calculation:
- HOMO energy: -0.334 hartree
- Energy relative to the best compared isomer or geometry (same formula, charge and spin): 376.64 kJ/mol
- Net charge: 0
- Calculated total energy: -35343.222 eV
- SMILES: CC(C)C(=O)N(C)CC(=O)N1C[C@H](CNC(=O)c2cnoc2C2CC2)[C@H]2C[C@H]21
- Frontier orbital gap: 9.489 eV